# 1
{"formula": "C10H16O", "method": "wB97M-V/def2-TZVPD", "molar_mass_g_mol": 152.24, "e_homo_ev": -8.31, "lumo_energy_ev": 0.83, "e_tot_ev": -12676.515, "charge": 0, "homo_lumo_gap_ev": 9.144, "species": ["O", "C", "C", "C", "C", "C", "C", "C", "C", "C", "C", "H", "H", "H", "H", "H", "H", "H", "H", "H", "H", "H", "H", "H", "H", "H", "H"], "xyz": [[2.829, -1.365, 0.948], [0.764, 3.583, -0.509], [-0.409, -0.543, -0.514], [0.876, -0.411, -0.042], [-1.067, -1.791, -0.453], [-0.395, -2.879, 0.102], [-1.565, 4.297, 0.439], [-0.636, 3.155, -0.041], [0.913, -2.731, 0.537], [1.555, -1.486, 0.499], [-2.484, -1.931, -0.942], [-2.998, -0.941, -0.899], [-0.886, -3.778, 0.145], [-1.082, 2.660, -0.848], [1.350, 2.687, -0.750], [-2.993, -2.626, -0.279], [1.404, 0.582, -0.122], [-2.523, 3.892, 0.750], [3.189, -2.274, 1.248], [-0.486, 2.474, 0.786], [-1.763, 5.063, -0.314], [1.502, -3.609, 0.986], [1.273, 4.104, 0.336], [-1.111, 4.855, 1.353], [0.666, 4.259, -1.434], [-2.561, -2.288, -1.980], [-0.927, 0.284, -1.024]]}


# 2
{"formula": "C10H16O", "method": "wB97M-V/def2-TZVPD", "molar_mass_g_mol": 152.24, "e_homo_ev": -8.44, "lumo_energy_ev": 0.91, "e_tot_ev": -12676.463, "charge": 0, "homo_lumo_gap_ev": 9.353, "species": ["O", "C", "C", "C", "C", "C", "C", "C", "C", "C", "C", "H", "H", "H", "H", "H", "H", "H", "H", "H", "H", "H", "H", "H", "H", "H", "H"], "xyz": [[-1.213, -2.922, -0.608], [-1.724, 2.655, -1.059], [-0.648, 0.473, -1.653], [-1.594, 1.168, -0.908], [0.991, -0.484, 1.398], [-0.529, -0.909, -1.510], [-2.250, -0.890, 0.214], [3.443, -0.584, 0.799], [-2.329, 0.486, 0.058], [2.280, 0.345, 1.228], [-1.394, -1.547, -0.645], [2.064, 0.995, 0.380], [0.966, -0.946, 2.379], [0.133, -1.500, -2.122], [4.058, -0.106, 0.032], [-2.901, 1.102, 0.741], [2.564, 0.795, 2.172], [0.019, 0.019, 1.445], [-1.613, 3.178, -0.121], [1.009, -1.250, 0.626], [4.031, -0.853, 1.664], [3.114, -1.523, 0.343], [-1.048, 3.065, -1.806], [-2.692, 3.012, -1.444], [-0.015, 0.910, -2.415], [-2.708, -1.355, 1.075], [-2.014, -3.333, -0.265]]}


# 3
{"formula": "C10H16O", "method": "wB97M-V/def2-TZVPD", "molar_mass_g_mol": 152.24, "e_homo_ev": -8.38, "lumo_energy_ev": 0.72, "e_tot_ev": -12674.794, "charge": 0, "homo_lumo_gap_ev": 9.096, "species": ["O", "C", "C", "C", "C", "C", "C", "C", "C", "C", "C", "H", "H", "H", "H", "H", "H", "H", "H", "H", "H", "H", "H", "H", "H", "H", "H"], "xyz": [[3.718, 2.394, -1.847], [1.396, 2.205, -1.516], [-1.651, -2.401, -0.661], [-2.615, -3.174, 0.203], [-0.730, 0.235, 1.056], [2.681, 1.706, -1.255], [-0.952, 1.396, 1.998], [2.818, 0.645, -0.340], [0.399, 0.686, 0.121], [1.686, 0.131, 0.271], [0.290, 1.751, -0.815], [-1.010, 2.392, 1.398], [-1.744, 0.229, 0.402], [-1.721, -1.355, -0.733], [-1.541, -2.836, -1.682], [-2.763, -4.148, -0.220], [-0.674, -2.237, -0.164], [-2.161, -3.250, 1.211], [-1.814, 1.229, 2.712], [1.350, 2.762, -2.510], [-3.696, -2.781, 0.208], [3.865, 0.346, -0.332], [-0.784, -0.849, 1.588], [-0.177, 1.665, 2.755], [-0.644, 2.176, -1.050], [1.875, -0.715, 0.953], [4.599, 1.798, -1.752]]}


# 4
{"formula": "C10H16O", "method": "wB97M-V/def2-TZVPD", "molar_mass_g_mol": 152.24, "e_homo_ev": -8.54, "lumo_energy_ev": 0.70, "e_tot_ev": -12674.403, "charge": 0, "homo_lumo_gap_ev": 9.247, "species": ["O", "C", "C", "C", "C", "C", "C", "C", "C", "C", "C", "H", "H", "H", "H", "H", "H", "H", "H", "H", "H", "H", "H", "H", "H", "H", "H"], "xyz": [[-0.104, -2.701, -2.088], [1.365, -1.752, -0.315], [0.357, -0.089, 1.169], [1.526, -0.851, 0.742], [-0.520, 3.202, -2.791], [-0.233, 2.787, -1.399], [-0.408, 0.199, 3.507], [0.394, 0.769, 2.372], [0.031, -1.824, -0.968], [-1.057, -1.073, -0.529], [-0.942, -0.283, 0.631], [-2.137, -1.401, -0.577], [0.007, -2.212, -3.006], [2.212, -2.182, -0.711], [-0.082, 1.721, 2.071], [-1.036, 2.509, -0.851], [0.118, -0.750, 3.848], [0.515, 2.068, -1.235], [-0.309, 0.920, 4.449], [-1.472, 0.018, 3.317], [1.361, 1.001, 2.804], [-1.582, 3.644, -2.936], [-1.815, 0.251, 1.205], [0.081, 3.948, -3.182], [0.062, 3.670, -0.705], [-0.635, 2.329, -3.551], [2.462, -0.426, 1.256]]}